C18H47LuNO4Si2 | ωB97M-V/def2-TZVPD

Computed properties:
Net charge: +1
HOMO-LUMO gap, eV: 8.37
Energy relative to the best compared isomer or geometry (same formula, charge and spin), kJ/mol: 17.02
LUMO energy, eV: -3.63

Last column: Löwdin charge in e.
Positions of all 73 atoms, in Å:
O  1.064  1.307  -1.694  -0.396
O  -1.944  -3.028  -2.095  -0.206
C  -0.279  1.966  -1.675  -0.193
C  -0.242  3.330  -2.328  -0.050
H  -0.549  2.026  -0.613  0.102
H  -0.963  1.281  -2.175  0.116
H  0.519  3.984  -1.886  0.086
H  -1.212  3.815  -2.179  0.102
H  -0.064  3.255  -3.407  0.083
C  1.614  1.128  -3.046  -0.236
C  0.680  0.341  -3.937  -0.046
H  2.575  0.612  -2.901  0.119
H  1.813  2.126  -3.449  0.119
H  0.547  -0.680  -3.564  0.094
H  1.125  0.280  -4.935  0.102
H  -0.303  0.813  -4.038  0.082
C  -1.511  -4.396  -2.049  -0.271
C  -3.160  -2.783  -2.813  -0.270
C  -0.378  -4.690  -3.021  -0.077
H  -2.354  -5.080  -2.248  0.123
H  -1.154  -4.541  -1.019  0.109
H  -0.693  -4.548  -4.061  0.066
H  -0.061  -5.730  -2.909  0.080
H  0.490  -4.053  -2.815  0.071
C  -3.159  -3.233  -4.266  -0.086
H  -3.307  -1.696  -2.764  0.113
H  -3.985  -3.278  -2.275  0.119
H  -2.328  -2.798  -4.831  0.076
H  -4.086  -2.905  -4.744  0.080
H  -3.122  -4.324  -4.352  0.075
H  -1.419  -2.028  0.286  0.013
Lu  2.309  1.024  0.046  1.728
C  -1.272  -2.316  1.343  -0.190
Si  -2.886  -2.471  2.309  0.453
H  -0.752  -3.284  1.351  0.028
H  -0.619  -1.572  1.817  0.006
C  -4.109  -1.216  1.622  -0.192
C  -2.647  -2.141  4.149  -0.188
C  -3.602  -4.202  2.096  -0.188
C  1.260  2.492  1.326  -0.436
Si  1.826  3.109  2.979  0.379
H  0.262  2.020  1.461  -0.002
H  1.044  3.395  0.715  0.001
C  0.943  2.281  4.418  -0.186
C  1.476  4.959  2.981  -0.192
C  3.659  2.902  3.342  -0.185
H  -4.493  -4.335  2.725  0.036
H  -2.868  -4.970  2.378  0.032
H  -3.890  -4.374  1.050  0.025
H  -3.799  -0.193  1.875  0.027
H  -5.116  -1.380  2.031  0.036
H  -4.164  -1.298  0.528  0.020
H  -2.039  -1.243  4.316  0.022
H  -2.147  -2.987  4.640  0.033
H  -3.616  -1.990  4.646  0.036
H  0.477  5.161  2.572  0.030
H  2.208  5.491  2.359  0.029
H  1.523  5.375  3.996  0.037
H  4.298  3.472  2.655  0.020
H  3.992  1.856  3.319  0.034
H  3.844  3.285  4.357  0.048
H  1.205  2.777  5.363  0.040
H  1.234  1.225  4.505  0.031
H  -0.148  2.322  4.306  0.030
N  3.741  2.517  -0.981  -0.073
C  4.986  2.650  -0.166  -0.120
C  5.201  1.410  0.712  -0.640
O  6.186  1.376  1.421  0.097
O  4.246  0.493  0.645  -0.246
H  3.994  2.190  -1.922  0.103
H  3.300  3.430  -1.134  0.112
H  5.858  2.752  -0.826  0.137
H  4.943  3.537  0.482  0.127

Atomic forces in eV per Å
O -0.77 0.19 -0.97
O -0.01 -0.06 -0.44
C 0.29 -0.13 0.26
C 0.04 0.00 -0.09
H 0.17 -0.03 -0.36
H 0.00 0.09 0.13
H -0.11 -0.18 -0.02
H 0.11 -0.11 -0.05
H -0.10 0.10 0.21
C -0.21 0.13 0.19
C 0.11 -0.25 -0.15
H -0.27 0.03 -0.10
H 0.03 -0.16 0.04
H -0.05 0.15 -0.03
H -0.08 0.00 0.13
H 0.31 -0.07 -0.05
C -0.09 0.24 0.11
C 0.17 -0.17 0.21
C -0.05 0.03 -0.12
H 0.17 0.23 0.23
H -0.20 -0.17 -0.22
H 0.10 0.03 0.22
H 0.00 0.05 0.01
H -0.15 -0.04 -0.06
C 0.02 -0.04 -0.08
H -0.01 -0.25 0.10
H 0.06 0.18 -0.11
H -0.07 -0.09 0.15
H 0.01 -0.03 0.06
H 0.07 0.19 -0.02
H -0.11 -0.19 0.41
Lu 0.61 -0.51 0.71
C 0.23 -0.03 -0.22
Si -0.56 -0.07 0.06
H 0.03 0.24 0.02
H 0.00 -0.07 0.00
C 0.05 0.01 0.00
C 0.17 -0.02 -0.06
C 0.12 0.08 -0.07
C -0.53 -0.06 -0.26
Si 0.23 0.67 1.00
H 0.17 0.10 0.11
H 0.15 -0.29 0.10
C -0.19 -0.11 -0.19
C -0.09 -0.04 0.06
C 0.03 -0.12 -0.14
H 0.21 0.03 -0.17
H -0.18 0.13 -0.05
H 0.03 -0.02 0.20
H -0.11 -0.15 -0.06
H 0.23 0.08 -0.09
H -0.04 0.03 0.18
H -0.12 -0.14 0.03
H -0.08 0.19 -0.06
H 0.22 -0.06 -0.15
H 0.15 0.03 0.13
H -0.11 -0.03 0.10
H 0.02 -0.01 -0.22
H -0.04 -0.07 0.16
H -0.02 0.18 0.03
H 0.00 -0.08 -0.26
H -0.03 -0.11 -0.25
H -0.06 0.14 0.03
H 0.16 -0.01 0.07
N -0.02 0.47 -0.61
C 0.32 -0.02 -0.22
C 1.00 -0.05 1.03
O -1.02 -0.15 -0.82
O -0.20 0.47 -0.21
H -0.04 0.17 0.42
H 0.23 -0.20 0.10
H -0.21 0.07 0.30
H -0.09 -0.36 -0.27

---

C18H48AlF2N7O12P2S2 | ωB97M-V/def2-TZVPD

Computed properties:
Net charge: +2
HOMO-LUMO gap, eV: 1.04
Energy relative to the best compared isomer or geometry (same formula, charge and spin), kJ/mol: 331.62
LUMO energy, eV: -10.73

Last column: Löwdin charge in e.
Positions of all 92 atoms, in Å:
Al  -3.314  -6.601  0.224  0.998
N  -2.918  -1.213  -1.182  -0.198
S  -3.149  0.177  -0.698  0.399
O  -4.275  0.938  -1.317  -0.245
O  -2.032  0.974  -0.247  -0.244
F  -3.753  -0.180  0.733  -0.194
S  -2.057  -0.611  -2.589  0.657
O  -0.618  -0.808  -2.600  -0.266
O  -2.674  0.427  -3.450  -0.267
F  -2.438  -2.031  -3.352  -0.245
O  1.554  7.322  -6.199  -0.230
P  1.410  7.332  -4.716  0.623
N  2.561  6.378  -3.907  -0.286
C  3.926  6.507  -4.381  -0.078
C  2.209  5.036  -3.649  -0.117
N  -0.113  6.892  -4.097  -0.200
C  -0.555  7.128  -2.724  -0.092
C  -1.250  6.662  -5.041  -0.042
N  1.697  8.851  -3.940  -0.206
C  1.852  10.096  -4.682  -0.039
C  1.906  8.994  -2.534  -0.091
H  4.330  7.481  -4.103  0.085
H  4.064  6.311  -5.444  0.104
H  4.533  5.866  -3.742  0.097
H  2.018  4.513  -4.585  0.108
H  1.440  4.891  -2.890  0.090
H  3.051  4.501  -3.210  0.095
H  0.144  6.597  -2.078  0.078
H  -0.580  8.174  -2.418  0.088
H  -1.521  6.821  -2.323  0.108
H  -1.613  7.633  -5.379  0.100
H  -0.858  6.254  -5.972  0.083
H  -2.087  6.041  -4.723  0.106
H  1.802  11.044  -4.146  0.111
H  2.688  10.045  -5.379  0.110
H  1.110  10.030  -5.477  0.099
H  1.626  8.074  -2.021  0.070
H  1.402  9.838  -2.063  0.114
H  2.988  9.032  -2.404  0.115
O  0.182  -4.066  5.258  -0.298
P  1.038  -3.754  6.463  0.615
N  1.521  -5.111  7.402  -0.296
C  0.504  -5.970  8.014  -0.095
C  2.719  -5.833  7.035  -0.098
N  0.141  -2.769  7.540  -0.233
C  0.479  -2.628  8.945  -0.097
C  -1.339  -2.549  7.279  -0.050
N  2.320  -2.739  6.059  -0.279
C  1.900  -1.727  5.072  -0.071
C  3.450  -2.369  6.777  -0.112
H  -0.390  -5.408  8.286  0.076
H  0.882  -6.343  8.966  0.099
H  0.167  -6.792  7.382  0.094
H  3.186  -5.325  6.191  0.083
H  2.356  -6.848  6.876  0.089
H  3.399  -5.877  7.885  0.091
H  1.527  -2.351  9.060  0.079
H  -0.053  -1.747  9.303  0.098
H  0.376  -3.536  9.539  0.087
H  -1.968  -2.763  8.143  0.090
H  -1.506  -1.484  7.119  0.090
H  -1.572  -3.149  6.399  0.067
H  1.709  -0.764  5.546  0.094
H  2.725  -1.630  4.366  0.100
H  0.962  -1.991  4.584  0.080
H  4.215  -2.114  6.043  0.101
H  3.819  -3.189  7.394  0.094
H  3.224  -1.424  7.272  0.102
C  6.185  -5.570  0.378  -0.010
O  4.739  -5.468  0.235  0.009
C  4.242  -5.095  -0.922  -0.545
O  3.026  -5.227  -1.191  0.068
O  5.185  -4.912  -1.896  -0.058
C  4.878  -4.781  -3.256  -0.052
H  6.720  -5.952  -0.491  0.095
H  6.407  -6.274  1.181  0.096
H  6.459  -4.530  0.552  0.100
H  5.851  -4.752  -3.746  0.100
H  4.367  -3.846  -3.485  0.096
H  4.216  -5.571  -3.612  0.100
C  -8.074  -4.189  -6.659  -0.006
O  -8.942  -3.662  -5.636  -0.032
C  -8.899  -4.057  -4.367  -0.569
O  -7.987  -4.754  -3.840  0.051
O  -9.826  -3.479  -3.627  0.012
C  -10.647  -2.343  -3.975  -0.028
H  -7.161  -3.594  -6.640  0.102
H  -8.701  -3.979  -7.525  0.096
H  -7.981  -5.273  -6.591  0.099
H  -11.499  -2.563  -4.618  0.095
H  -10.040  -1.646  -4.553  0.088
H  -10.999  -1.653  -3.208  0.093

Atomic forces in eV per Å
Al 0.00 0.12 -0.12
N 2.46 -0.75 -3.58
S -5.31 6.82 5.49
O 2.53 -1.75 1.04
O 0.31 -0.30 -1.43
F -0.32 -0.54 -0.20
S 0.92 -3.81 -5.78
O -1.83 1.33 1.29
O 1.55 -2.34 2.90
F -0.23 1.34 0.30
O -0.61 0.52 1.99
P 0.78 -0.34 -0.21
N -1.09 1.76 -0.45
C 0.81 0.71 0.80
C 0.06 -2.14 0.60
N -1.74 -0.32 -0.26
C 1.11 -0.06 1.37
C 1.23 0.73 -1.44
N -0.08 0.85 -0.55
C -0.72 -1.10 -1.78
C 0.23 -1.36 0.61
H -0.20 0.39 -0.49
H -0.02 -0.12 0.03
H -0.01 -0.39 -0.42
H -0.53 -0.31 0.05
H -0.49 0.22 -0.44
H 0.23 0.23 -0.01
H 0.13 0.23 0.27
H 0.45 0.33 -0.32
H -0.37 -0.75 -1.41
H -0.44 0.21 0.28
H 0.15 -0.29 0.15
H 0.46 0.06 0.77
H 0.00 -0.54 0.32
H 0.89 0.06 0.46
H -0.69 0.56 0.05
H 0.04 0.15 0.03
H 0.06 0.18 -0.36
H 0.31 0.48 0.37
O 1.31 0.42 1.72
P -1.95 -1.08 -0.12
N -0.60 2.18 -0.93
C -0.42 0.87 0.49
C -0.13 0.04 0.52
N -1.60 -1.17 0.06
C 1.06 0.97 -0.41
C 1.46 0.09 -0.36
N -2.64 -1.27 -1.23
C -0.05 -0.07 0.00
C 1.29 0.23 0.29
H 0.00 0.22 -0.19
H 0.20 -0.24 -0.09
H 0.31 -0.05 -0.20
H 0.18 -0.62 -0.12
H 0.69 -0.16 -0.77
H 0.24 0.04 -0.02
H 0.29 -0.08 -0.15
H -0.29 -0.42 0.43
H -0.57 0.02 0.06
H 0.30 -0.59 0.14
H 0.08 0.10 -0.39
H -0.36 0.30 0.16
H 0.30 0.14 0.27
H -0.19 0.12 -0.23
H 0.38 -0.31 -0.13
H 0.40 -0.05 0.05
H -0.06 0.40 0.33
H 0.34 0.00 0.81
C -0.11 0.60 -0.11
O 0.62 -0.18 0.10
C -3.11 -2.39 -3.32
O 3.17 1.25 1.02
O 0.15 0.32 2.45
C -0.68 0.49 -0.74
H -0.52 0.15 -0.21
H -0.37 0.49 0.26
H 0.77 -0.36 0.36
H -0.23 -0.30 -0.12
H -0.02 0.15 0.25
H 0.29 -0.23 0.06
C -1.05 0.30 0.20
O -0.73 -0.23 0.47
C 3.66 -0.64 1.13
O -3.15 1.64 -1.92
O -1.17 0.24 1.53
C 0.74 0.99 -2.09
H 0.11 -0.51 -0.19
H 0.61 0.04 -0.34
H 0.45 0.20 0.32
H 0.09 -0.63 0.17
H 0.22 -0.19 -0.35
H 0.27 -1.22 1.11

---

C18H48AsF6O18S6 | ωB97M-V/def2-TZVPD

Computed properties:
Net charge: -1
HOMO-LUMO gap, eV: 7.89
Energy relative to the best compared isomer or geometry (same formula, charge and spin), kJ/mol: 2420.99
LUMO energy, eV: 0.68

Last column: Löwdin charge in e.
Positions of all 97 atoms, in Å:
As  -17.087  16.542  -15.356  1.198
F  -18.670  16.192  -14.565  -0.240
F  -17.745  18.147  -15.942  -0.266
F  -15.563  16.896  -16.206  -0.213
F  -16.284  15.007  -14.649  -0.321
F  -17.597  15.624  -16.827  -0.237
F  -16.481  17.341  -13.881  -0.232
O  -13.064  17.654  -18.475  -0.298
S  -12.901  18.292  -17.142  0.811
O  -12.262  17.474  -16.084  -0.393
O  -12.178  19.816  -17.200  -0.287
C  -12.690  20.819  -18.087  -0.236
C  -11.870  22.169  -18.160  -0.044
C  -14.558  18.844  -16.525  -0.183
H  -13.739  20.955  -17.823  0.104
H  -12.557  20.290  -19.031  0.112
H  -11.781  22.749  -17.242  0.069
H  -12.101  22.753  -19.051  0.076
H  -10.812  21.917  -18.231  0.065
H  -14.966  18.038  -15.916  -0.031
H  -15.209  18.844  -17.399  0.056
H  -14.481  19.868  -16.156  0.018
O  -21.897  17.151  -18.931  -0.272
S  -20.950  17.621  -17.950  0.729
O  -20.588  19.039  -17.927  -0.330
O  -21.319  17.177  -16.358  -0.279
C  -20.484  17.590  -15.250  -0.265
C  -21.514  17.957  -14.182  -0.045
C  -19.460  16.608  -18.038  -0.115
H  -19.806  18.423  -15.436  0.108
H  -19.889  16.705  -15.027  0.043
H  -21.819  18.985  -14.378  0.082
H  -21.070  17.797  -13.200  0.071
H  -22.381  17.298  -14.153  0.079
H  -19.432  16.288  -19.079  0.086
H  -19.632  15.633  -17.582  0.079
H  -18.606  17.044  -17.519  0.011
O  -16.939  21.054  -19.100  -0.300
S  -17.887  20.423  -18.247  0.703
O  -18.697  21.295  -17.364  -0.310
O  -18.884  19.592  -19.284  -0.296
C  -20.023  20.146  -19.825  -0.361
C  -19.814  21.127  -20.949  -0.066
C  -17.419  18.935  -17.279  -0.273
H  -20.446  20.791  -19.055  0.107
H  -20.693  19.334  -20.105  0.116
H  -19.316  20.712  -21.826  0.075
H  -19.207  21.929  -20.530  0.073
H  -20.782  21.509  -21.273  0.078
H  -16.849  18.389  -18.031  0.112
H  -18.353  18.452  -16.991  0.016
H  -16.891  19.256  -16.382  0.089
O  -11.946  17.857  -13.111  -0.303
S  -11.010  16.810  -13.496  0.743
O  -10.089  16.193  -12.500  -0.326
O  -11.900  15.611  -14.326  -0.249
C  -13.230  15.975  -14.724  -0.321
C  -14.033  15.433  -13.599  -0.093
C  -9.916  17.409  -14.899  -0.091
H  -13.565  15.571  -15.680  0.132
H  -13.367  17.056  -14.700  0.073
H  -13.658  14.454  -13.302  0.110
H  -15.033  15.302  -14.013  -0.007
H  -14.156  16.077  -12.728  0.096
H  -10.391  17.504  -15.876  0.038
H  -8.998  16.843  -14.742  0.057
H  -9.703  18.397  -14.490  0.058
O  -16.131  21.601  -12.779  -0.315
S  -15.098  20.560  -12.740  0.704
O  -13.823  20.899  -12.100  -0.296
O  -15.720  19.215  -11.985  -0.257
C  -17.163  19.017  -12.233  -0.190
C  -17.479  17.541  -12.096  -0.198
C  -14.845  19.953  -14.449  -0.149
H  -17.352  19.491  -13.196  0.099
H  -17.787  19.533  -11.504  0.124
H  -18.068  17.373  -11.193  0.058
H  -16.622  16.915  -11.848  0.069
H  -18.234  17.235  -12.821  0.103
H  -15.177  18.925  -14.594  0.040
H  -13.759  19.894  -14.519  0.084
H  -15.153  20.732  -15.146  0.092
O  -18.887  15.842  -10.465  -0.328
S  -17.702  15.151  -9.845  0.777
O  -17.789  14.171  -8.776  -0.293
O  -16.781  14.495  -11.109  -0.224
C  -16.790  15.134  -12.321  -0.377
C  -17.583  14.203  -13.216  -0.070
C  -16.545  16.515  -9.292  -0.092
H  -15.758  15.260  -12.648  0.076
H  -17.245  16.117  -12.206  -0.029
H  -17.677  14.600  -14.227  0.024
H  -18.544  13.964  -12.761  0.091
H  -16.981  13.296  -13.155  0.096
H  -15.473  16.320  -9.270  0.077
H  -16.682  16.662  -8.220  0.059
H  -16.628  17.493  -9.764  0.054

Atomic forces in eV per Å
As 0.82 -2.99 1.38
F 4.31 -0.82 -0.13
F 0.05 -11.93 15.34
F -3.27 -4.37 0.22
F 0.09 3.41 -6.04
F 1.46 0.68 2.44
F 1.13 -0.86 -4.24
O 0.80 1.77 2.51
S -1.32 -0.43 -0.44
O -0.09 3.72 -4.31
O 0.90 -1.81 1.50
C 0.25 0.13 -1.07
C 0.87 -1.73 0.91
C 2.47 0.90 -3.30
H -0.04 0.35 -0.39
H -0.68 0.71 -0.58
H -1.10 0.20 0.02
H -0.43 -0.07 0.30
H 0.14 -0.46 -0.57
H 1.87 2.47 0.09
H 0.81 0.11 -0.11
H 0.59 -1.18 -1.49
O 0.17 0.08 1.29
S 1.64 0.90 2.71
O -2.12 -3.47 2.03
O -0.98 0.67 -3.51
C -1.86 -0.47 0.17
C 0.70 -0.06 0.20
C -1.57 -0.60 -0.73
H -0.54 0.14 -0.36
H -2.22 1.43 -0.45
H -0.20 -0.03 0.47
H 0.17 0.62 0.21
H 0.06 -0.03 -0.55
H 0.99 0.79 -0.27
H -0.61 0.35 0.46
H -1.05 -0.18 -1.59
O 1.39 0.43 -0.17
S -3.52 0.37 0.48
O 1.37 -1.49 -1.45
O 3.31 -0.18 0.13
C -1.24 2.12 -0.69
C 0.68 -0.09 -0.42
C 1.06 7.21 -8.76
H -0.65 -0.41 0.01
H 0.09 0.22 0.04
H 0.14 -0.05 -0.01
H -0.01 0.26 -0.39
H -0.03 0.11 0.11
H -0.04 -0.51 0.48
H -2.12 3.22 -5.47
H 1.37 2.97 -2.34
O 1.08 -1.10 -0.09
S 0.53 -1.13 -1.15
O -2.55 1.09 -2.31
O 2.80 1.61 0.55
C -1.11 -0.01 3.04
C -1.11 -0.66 -0.17
C 0.08 0.27 2.34
H 0.85 -0.22 0.03
H -0.11 -0.69 0.14
H -0.04 -0.04 0.18
H 2.09 0.09 0.94
H 0.80 0.24 -0.03
H 0.41 -0.58 0.60
H -0.20 -0.24 -0.58
H 0.08 0.29 -0.25
O 1.19 -1.49 0.01
S -0.29 0.99 1.26
O -2.08 -1.10 -1.10
O 0.21 1.46 -0.45
C 0.10 0.48 0.22
C -2.10 4.60 3.46
C 0.80 0.93 3.20
H -0.38 -0.43 -0.11
H 0.57 0.61 0.11
H 0.06 1.00 0.02
H 0.60 3.34 -0.35
H 0.71 -0.14 0.00
H -0.61 1.15 0.96
H 0.13 0.01 0.30
H -0.78 0.01 0.80
O 2.36 -2.76 2.27
S 0.45 1.55 -2.10
O -0.04 1.20 -1.74
O -0.94 -0.76 5.69
C -1.75 -1.37 -1.76
C -1.20 -1.18 1.02
C 0.19 -0.04 1.18
H -0.80 -0.13 0.78
H -0.26 -4.75 -1.20
H -1.88 -2.37 2.08
H -0.12 0.17 0.24
H -0.25 -0.46 -0.69
H -0.08 -0.98 -0.78
H -0.78 -0.09 0.06
H -0.61 -0.44 -0.26

---

What is the formula in the second record?
C18H48AlF2N7O12P2S2